Density functional theory data (wB97M-V/def2-TZVPD) for a 3-piece molecular cluster, C11H19B2N2O5P overall.

Summary:
- total charge = 0
- HOMO (eV) = -8.344
- structure (SMILES) = CB(O)P(CC(=O)O)B(O)O.c1cc[nH]c1.c1cc[nH]c1
- energy (Eh) = -1307.43720

```
40
C11H19B2N2O5P (wB97M-V/def2-TZVPD)
C -1.64 -0.82 1.73
B -0.89 -0.24 0.48
O 0.45 -0.50 0.24
P -1.93 0.96 -0.67
C -2.90 -0.27 -1.72
C -2.18 -0.62 -2.99
O -2.01 0.14 -3.92
O -1.66 -1.88 -3.05
B -0.62 1.86 -1.81
O 0.31 1.25 -2.58
O -0.64 3.24 -1.78
H -2.39 -1.51 1.33
H -0.97 -1.34 2.41
H -2.18 -0.02 2.20
H 0.57 -1.14 -0.47
H -3.06 -1.15 -1.11
H -3.87 0.15 -1.95
H -2.02 -2.42 -2.35
H 0.78 0.53 -2.15
H -1.51 3.54 -2.07
C -0.39 0.83 6.44
C 0.83 0.59 5.77
C 0.79 1.28 4.59
N -0.41 1.92 4.52
C -1.14 1.66 5.65
H -0.69 0.45 7.40
H 1.65 -0.01 6.12
H 1.51 1.36 3.79
H -0.72 2.50 3.76
H -2.12 2.08 5.79
C 2.63 -1.93 -2.42
C 3.94 -1.57 -2.86
C 3.79 -0.77 -3.97
N 2.45 -0.63 -4.21
C 1.74 -1.33 -3.27
H 2.39 -2.55 -1.58
H 4.88 -1.87 -2.42
H 4.52 -0.30 -4.60
H 2.05 -0.10 -4.95
H 0.66 -1.34 -3.30
```

The net atomic charges from Löwdin, expressed in e, are: -0.053, -0.640, 0.077, 1.098, -0.289, -0.569, 0.103, 0.090, -0.795, 0.130, 0.109, 0.062, 0.064, 0.053, 0.075, 0.069, 0.084, 0.103, 0.060, 0.092, -0.114, -0.113, -0.144, 0.001, -0.146, 0.088, 0.089, 0.106, 0.141, 0.103, -0.107, -0.103, -0.127, 0.027, -0.161, 0.091, 0.090, 0.108, 0.153, 0.094

Density functional theory data (wB97M-V/def2-TZVPD) for one molecule with the formula C26H29N5O3.

Summary:
- relative energy (zero: lowest compared OMol25 entry of this formula, charge and spin) (eV) = 2.1699
- total charge = 0
- HOMO (eV) = -7.599
- structure (SMILES) = CCOc1ccccc1N1CCN(c2nc3ccccc3nc2[C@H](C#N)C(=O)OC(C)C)CC1
- energy (Eh) = -1507.66403

```
63
C26H29N5O3 (wB97M-V/def2-TZVPD)
C 0.25 4.35 -4.80
C 1.33 3.27 -4.73
O 0.87 2.08 -4.13
C 0.06 1.22 -4.84
C -0.24 1.36 -6.18
C -1.00 0.41 -6.85
C -1.46 -0.70 -6.17
C -1.19 -0.84 -4.82
C -0.45 0.11 -4.12
N -0.15 -0.06 -2.78
C -0.17 1.06 -1.86
C -0.91 0.68 -0.58
N -0.19 -0.39 0.09
C -0.65 -0.74 1.33
N -1.77 -0.18 1.74
C -2.28 -0.55 2.93
C -3.49 0.01 3.38
C -4.05 -0.44 4.55
C -3.43 -1.44 5.31
C -2.24 -1.99 4.91
C -1.64 -1.54 3.72
N -0.41 -1.98 3.36
C 0.09 -1.59 2.23
C 1.56 -1.89 2.01
C 2.15 -2.42 3.22
N 2.67 -2.82 4.16
C 2.30 -0.59 1.68
O 3.04 -0.45 0.74
O 2.02 0.33 2.59
C 2.64 1.62 2.47
C 2.73 2.20 3.87
C 1.81 2.49 1.53
C 0.43 -1.35 -0.81
C -0.29 -1.35 -2.16
H 0.67 5.25 -5.24
H -0.12 4.57 -3.81
H -0.59 4.02 -5.41
H 2.14 3.60 -4.07
H 1.75 3.07 -5.72
H 0.13 2.20 -6.74
H -1.21 0.54 -7.90
H -2.05 -1.45 -6.68
H -1.58 -1.70 -4.31
H -0.69 1.91 -2.32
H 0.85 1.37 -1.61
H -0.95 1.53 0.11
H -1.94 0.38 -0.80
H -3.96 0.77 2.78
H -4.98 -0.02 4.90
H -3.90 -1.78 6.22
H -1.73 -2.75 5.48
H 1.75 -2.61 1.20
H 3.64 1.47 2.04
H 3.29 1.53 4.52
H 1.73 2.33 4.28
H 3.23 3.16 3.84
H 1.78 2.05 0.53
H 0.79 2.58 1.91
H 2.25 3.48 1.46
H 1.48 -1.10 -0.97
H 0.36 -2.36 -0.39
H -1.35 -1.63 -2.00
H 0.17 -2.10 -2.81
```

The net atomic charges from Löwdin, expressed in e, are: -0.061, -0.244, -0.076, -0.192, -0.031, -0.099, -0.101, -0.027, -0.155, -0.081, -0.126, -0.137, -0.051, -0.226, 0.196, -0.208, -0.019, -0.082, -0.085, -0.012, -0.203, 0.200, -0.151, -0.130, -0.188, 0.188, -0.479, 0.133, 0.040, -0.379, -0.029, -0.022, -0.116, -0.150, 0.077, 0.077, 0.068, 0.125, 0.115, 0.103, 0.100, 0.100, 0.099, 0.130, 0.120, 0.118, 0.130, 0.110, 0.102, 0.101, 0.115, 0.152, 0.149, 0.086, 0.087, 0.085, 0.066, 0.087, 0.087, 0.123, 0.127, 0.130, 0.134

Density functional theory data (wB97M-V/def2-TZVPD) for a 12-piece molecular cluster, C20H48N8O28 overall.

Summary:
- relative energy (zero: lowest compared OMol25 entry of this formula, charge and spin) (eV) = 2.6086
- total charge = 0
- HOMO (eV) = -10.663
- structure (SMILES) = C[N+](=O)[O-].C[N+](=O)[O-].C[N+](=O)[O-].C[N+](=O)[O-].C[N+](=O)[O-].C[N+](=O)[O-].C[N+](=O)[O-].C[N+](=O)[O-].COC(=O)OC.COC(=O)OC.COC(=O)OC.COC(=O)OC
- energy (Eh) = -3334.69863

```
104
C20H48N8O28 (wB97M-V/def2-TZVPD)
C -11.59 1.73 -3.75
N -11.31 2.94 -4.70
O -10.39 2.73 -5.45
O -11.83 4.02 -4.48
H -10.66 1.19 -3.60
H -12.08 1.05 -4.45
H -12.12 1.83 -2.80
C -0.42 -0.55 -9.91
N -1.81 -0.09 -9.93
O -2.35 0.04 -8.84
O -2.29 0.14 -11.05
H -0.19 -0.79 -10.94
H -0.40 -1.44 -9.28
H 0.19 0.20 -9.41
C 3.71 -4.69 -3.34
N 3.30 -3.82 -4.46
O 2.25 -3.25 -4.42
O 4.12 -3.67 -5.42
H 2.85 -5.23 -2.94
H 4.14 -4.12 -2.52
H 4.39 -5.40 -3.81
C 11.51 0.76 3.22
N 10.28 1.51 2.71
O 10.01 2.54 3.31
O 9.60 0.95 1.84
H 12.34 0.94 2.54
H 11.21 -0.28 3.33
H 11.77 1.23 4.17
C -5.22 -2.17 4.11
N -4.55 -1.03 4.72
O -3.52 -1.24 5.37
O -5.07 0.03 4.46
H -5.00 -2.36 3.06
H -6.25 -2.38 4.41
H -4.78 -3.02 4.62
C 0.96 -6.99 4.14
N -0.49 -7.14 4.54
O -0.84 -6.63 5.60
O -1.25 -7.71 3.75
H 1.52 -7.18 5.05
H 1.18 -5.97 3.81
H 1.22 -7.83 3.50
C 1.66 -2.32 9.80
N 2.65 -3.08 9.11
O 3.12 -4.07 9.62
O 2.95 -2.67 7.96
H 0.71 -2.85 9.67
H 1.62 -1.27 9.49
H 1.83 -2.26 10.87
C -0.68 7.11 1.87
N 0.16 7.26 3.11
O -0.29 6.91 4.21
O 1.13 7.93 2.97
H -0.90 8.07 1.40
H -1.60 6.63 2.18
H -0.32 6.44 1.10
C 5.68 2.89 14.63
O 5.52 3.47 13.34
C 5.43 2.85 12.14
O 5.52 1.58 11.95
O 4.98 3.78 11.27
C 4.89 3.41 9.87
H 4.83 2.27 14.90
H 5.66 3.59 15.47
H 6.62 2.34 14.67
H 4.16 2.61 9.77
H 5.80 2.99 9.43
H 4.64 4.25 9.22
C 5.24 6.23 -9.54
O 5.77 5.68 -8.40
C 5.04 4.89 -7.65
O 3.87 4.59 -7.78
O 5.88 4.50 -6.62
C 5.49 3.64 -5.60
H 4.82 5.49 -10.23
H 6.09 6.75 -9.98
H 4.53 7.03 -9.35
H 5.69 4.11 -4.63
H 6.13 2.76 -5.61
H 4.44 3.37 -5.72
C 1.49 0.65 0.80
O 0.28 1.08 0.07
C -0.65 0.15 -0.20
O -0.64 -0.97 0.21
O -1.51 0.72 -1.02
C -2.56 -0.02 -1.65
H 1.86 -0.33 0.50
H 1.30 0.46 1.86
H 2.19 1.48 0.66
H -3.25 -0.58 -1.02
H -2.24 -0.73 -2.41
H -3.20 0.66 -2.21
C -9.04 -3.07 -9.11
O -9.63 -4.27 -8.72
C -9.28 -4.81 -7.56
O -8.44 -4.46 -6.76
O -10.15 -5.77 -7.34
C -10.20 -6.64 -6.25
H -9.84 -2.37 -8.90
H -8.96 -3.23 -10.18
H -8.07 -2.84 -8.65
H -9.86 -6.26 -5.28
H -9.40 -7.36 -6.43
H -11.09 -7.24 -6.06
```

Atomic partial charges in e from the Löwdin method, atoms 1 to 99: 0.050, -0.427, 0.061, 0.055, 0.085, 0.087, 0.090, 0.026, -0.444, 0.059, 0.052, 0.099, 0.101, 0.107, 0.034, -0.434, 0.079, 0.023, 0.097, 0.104, 0.097, 0.048, -0.422, 0.053, 0.043, 0.095, 0.095, 0.089, 0.008, -0.445, 0.062, 0.075, 0.107, 0.102, 0.089, 0.041, -0.424, 0.050, 0.044, 0.092, 0.104, 0.094, 0.010, -0.443, 0.083, 0.033, 0.112, 0.103, 0.102, 0.034, -0.434, 0.041, 0.076, 0.099, 0.090, 0.095, -0.047, -0.025, -0.484, 0.045, -0.010, -0.036, 0.094, 0.090, 0.097, 0.091, 0.093, 0.093, -0.075, 0.012, -0.555, 0.119, -0.020, -0.066, 0.105, 0.099, 0.102, 0.093, 0.092, 0.094, -0.009, -0.004, -0.633, 0.132, 0.011, -0.044, 0.088, 0.090, 0.093, 0.091, 0.095, 0.091, -0.050, -0.001, -0.615, 0.126, 0.010, -0.056, 0.103

The calculation returns the following gap between HOMO and LUMO values, one per record and in order: 8.318 7.536 10.626 eV.